# 1
DFT (wB97M-V/def2-TZVPD) results for a 10-piece molecular cluster, C62H65BrN3O2P overall at a distorted geometry.

The value obtained for the highest occupied orbital energy is -9.1 eV. Its structure (SMILES) is CCN[C@](C#N)(CC=O)[C@H](C#N)P(O)Br.c1ccccc1.c1ccccc1.c1ccccc1.c1ccccc1.c1ccccc1.c1ccccc1.c1ccccc1.c1ccccc1.c1ccccc1. As for the LUMO energy: -0.51 eV. Its energy relative to the best compared isomer or geometry (same formula, charge and spin) is 605.1 kJ/mol. For the calculated total energy, the calculation gives -153236.814 eV. The gap between HOMO and LUMO comes out at 8.6 eV. As for the net charge: 0.

Geometry as XYZ:
```
134
C62H65BrN3O2P, DFT wB97M-V/def2-TZVPD
C -7.51187 3.48996 3.57424
O 3.07333 1.52825 2.52859
H -0.62442 -0.71818 -5.31981
C -4.03683 -0.87005 -8.83295
H -6.42714 1.78751 2.82124
C 3.48528 5.37497 6.82533
H 2.27529 4.80427 3.18759
C -7.81881 0.49424 -4.04400
H -6.29906 -5.03058 -5.85113
H -9.68846 1.98233 -6.46345
H -1.68414 -0.21834 1.01689
H 5.75933 6.79792 9.70145
N 0.05632 -2.84724 1.48870
H 1.61564 6.86306 4.40588
C -6.57814 1.75386 4.97051
C 7.53262 -2.70924 -6.55290
H -3.27843 0.09564 2.48244
H 4.13261 -4.48019 9.81598
H -8.91025 2.34947 -4.13571
C -7.44358 -0.66046 -4.73012
H 7.52905 -5.85295 -4.28457
C -2.92284 -4.42714 -4.04415
H -1.92529 1.16335 -10.55711
C 6.53842 5.32650 11.06940
H 9.62196 -5.13670 -5.40916
C 3.86052 4.22027 6.13921
H 3.42962 1.43741 1.58126
C 3.12558 -5.05933 6.62005
H -4.34098 0.63788 -10.34191
H -1.89542 2.85797 1.48706
C -3.22223 1.28192 2.45936
C -8.62267 1.44743 -4.66864
N -1.38088 0.75423 0.79713
C 1.42944 -0.44626 -4.72740
H -1.91580 1.87905 -1.78600
C -7.98717 4.14736 4.70855
C 8.70570 -4.56981 -5.55409
C -6.80317 2.29601 3.70483
H 2.60936 -5.80598 6.02157
C -3.49593 -5.69917 -4.04518
H -1.97690 -4.25798 -3.53649
H -2.99459 -6.52138 -3.54184
C 7.23909 4.12770 11.19944
C 0.67119 2.39304 0.49922
H -5.27327 -2.77083 -5.85970
C -1.72078 1.74652 1.88508
C -2.25506 0.39827 -9.85868
C 7.49266 4.01433 8.79969
H -0.27357 -0.48777 -1.63148
H 3.50661 -0.48129 -4.15644
C -4.71286 -5.91457 -4.69131
H -3.43235 -2.31548 -7.35400
C 2.61736 4.96581 4.20680
C 6.35494 -4.24256 -5.10402
C 2.68143 6.32816 6.20069
H 4.48888 3.47867 6.62530
C -1.74300 -1.27015 -8.18838
H -1.01436 -1.80884 -7.58898
H -7.69321 3.90892 2.58759
C 2.77462 -2.45083 -4.63270
H 6.60262 5.62725 7.68245
C 2.24527 6.12223 4.89165
C 6.35786 -3.10910 -5.91655
C -9.05882 1.24150 -5.97768
C 7.53006 -4.97177 -4.92079
C -7.05674 2.40938 6.10458
H -5.16291 -6.90417 -4.68631
C 1.67538 -3.20789 -5.03859
H 4.62782 -2.02295 6.32434
H -6.88270 1.98589 7.09074
H 3.82043 5.53243 7.84760
C 7.71769 3.47218 10.06537
H 2.95452 -6.18443 8.44983
C 1.11199 -0.15238 1.04495
C 6.78396 5.20828 8.66910
H 1.27982 0.73254 -1.59592
H 9.62110 -3.13268 -6.87268
C 0.32860 -1.20403 -5.12797
C -3.61302 0.10563 -9.73569
H -6.81521 -1.40206 -4.24403
H -3.48107 1.75497 3.49750
H 3.72412 3.11925 4.29192
H -9.02880 -0.07646 -7.68173
C -5.35234 -4.86156 -5.34477
H -0.26123 -0.06468 -9.18567
C -1.31975 -0.29063 -9.08707
H 5.44354 -2.53720 -6.05477
H 3.43535 -3.71977 4.96139
C -7.87525 -0.86372 -6.04118
H -3.97796 1.62014 1.59970
H -7.57997 -1.76148 -6.57740
P 1.70382 0.45682 2.78606
C 3.42885 4.01701 4.82815
H -3.11830 -2.38169 -4.69215
H 2.09707 -0.13561 0.37043
C 4.26092 -2.93394 6.78990
H -8.12533 4.12143 6.85861
C 3.59187 -3.88830 6.02322
H -5.09546 -1.09481 -8.73343
H 1.33489 0.62996 -4.61109
H 7.41313 3.70421 12.18560
C -0.75415 1.81197 -2.00733
C 0.45172 -2.58463 -5.28181
H -8.53650 5.07960 4.60659
C -8.68673 0.08508 -6.66253
C 3.98425 -4.31588 8.75217
C 3.32002 -5.27289 7.98441
C -4.77661 -3.59083 -5.34850
N 0.90064 3.58598 1.00569
Br 2.50745 -1.40068 3.83731
C -7.75741 3.60817 5.97454
C -3.56425 -3.37329 -4.69444
H 4.98234 -2.40650 8.75028
C 8.70648 -3.44175 -6.37402
H 3.72739 -2.93673 -4.43936
H -6.03011 0.82089 5.07217
O -0.20583 2.78934 -2.75428
C 0.04487 0.85267 0.31799
C 0.64206 -1.74783 1.05911
C -3.10175 -1.55630 -8.05863
C 4.45870 -3.14914 8.15347
H 5.43827 -4.55694 -4.61284
H 1.77237 -4.28273 -5.16388
H 2.39384 7.23020 6.73362
H 6.17050 5.83975 11.95347
C 2.65058 -1.07077 -4.47521
H -7.48366 0.65170 -3.02173
H -0.40670 -3.17522 -5.59240
C 6.30866 5.86568 9.80341
H -0.94553 1.81783 2.75847
C 0.13132 0.56671 -1.32736
H 8.26572 2.53921 10.16703
H 7.86869 3.50583 7.91610
H 7.53418 -1.82729 -7.18793
```

---

# 2
DFT (wB97M-V/def2-TZVPD) results for C62H66FInN4O4S2Sb2Si as an isolated structure.

The value obtained for the highest occupied orbital energy (spin up / spin down) is -6.9 / -5.7 eV. As for the LUMO energy (spin up / spin down): -0.06 / -0.07 eV. Its energy relative to the best compared isomer or geometry (same formula, charge and spin) is 146.2 kJ/mol. For the calculated total energy, the calculation gives -130031.143 eV. The gap between HOMO and LUMO (spin up / spin down) comes out at 6.8 / 5.6 eV. As for the net charge: 0.

Geometry as XYZ:
```
143
C62H66FInN4O4S2Sb2Si, DFT wB97M-V/def2-TZVPD
H 7.26325 -1.76466 -3.00403
H -3.36870 0.91701 2.42809
C -2.34452 -0.49673 -6.06599
H 5.36094 3.10704 5.87073
C 2.45962 -5.64849 0.92757
H 2.38856 -2.79143 -6.59945
C -7.61915 -0.70290 0.49844
C -2.78032 1.39415 3.21798
H -3.80177 1.80438 -3.51878
C -2.30619 4.00667 2.07844
C -2.84389 -5.23434 1.56933
H 2.11385 1.85431 0.21093
H -2.31859 -4.92148 -0.25956
H 1.76558 4.67731 3.42756
H -0.40145 -2.24100 5.17386
Sb -0.89889 1.20918 -2.25591
H 1.40136 -3.22456 1.58940
H -2.38913 4.69672 1.23547
H 2.80111 -7.77607 0.86930
H -0.62489 1.39485 4.53104
C -2.92097 -2.06754 -4.34272
H 2.34202 6.49644 1.88796
H -2.76021 5.87822 -0.91719
O -1.53380 -3.69635 -0.99768
H 0.77159 3.17263 -3.01051
H -7.90294 -0.23445 -1.60666
C -4.48105 3.74249 -2.89988
C 6.30269 -0.24329 -0.13794
H 3.02405 2.03725 -2.80348
C -2.99333 4.98406 -1.48327
C -2.35950 -1.22706 -3.38883
O -2.82305 -5.60271 0.31416
H -3.33920 -3.01837 -4.03528
C -0.45610 2.05093 3.67016
H 4.29085 0.27249 0.37441
H 1.66918 -5.70991 1.66616
H -4.29312 3.23095 1.83118
H -2.34125 -1.54327 -2.35505
C -2.36358 2.77463 -2.24986
C 3.95345 1.99457 7.04490
H -0.30019 2.78367 -4.33988
C 2.35285 1.98677 4.73272
C -2.16338 -3.95695 1.91682
C 2.14925 2.86944 0.59702
H 4.14613 -3.37318 -0.96514
H -3.34083 -2.36289 -6.42682
H -7.54622 1.17412 -0.58859
C -1.79281 -0.00941 -3.76236
C 3.08018 -6.80115 0.49291
H 2.37422 -0.04042 1.78976
H 2.47056 -2.24965 0.42375
C 3.85206 -4.33262 -0.55632
C 2.82894 -4.38017 0.42125
C 6.61200 -1.30930 -2.26778
C -3.68182 3.65466 2.63711
H -2.07268 -1.66879 5.25434
In -0.25317 -0.06545 1.05169
H 1.00356 -3.18374 -1.87425
Sb 2.29405 -0.38241 -1.92160
F 4.69272 -7.81949 -0.88270
O -3.37318 -5.86616 2.45781
H 0.97104 0.85900 5.94764
C 1.96412 4.44439 2.38536
C 1.50201 1.56911 -4.28714
C 1.32998 -3.09502 -2.90295
C -3.57150 2.69181 -2.93820
H -8.43043 -0.27236 1.07968
C -2.08918 3.93010 -1.51829
C 4.08082 -6.69503 -0.45900
C -1.59547 2.74189 1.60478
H -5.41375 3.66833 -3.44691
C 0.37349 2.34406 -3.60289
H 3.97250 3.09780 3.85088
H 0.52015 -5.00200 -3.43952
C 5.24753 -1.22754 -2.50894
H -0.84064 -0.71221 4.41152
H 1.20415 -4.81699 -5.81570
H -1.15755 4.01725 -0.96375
N -1.45973 1.70661 2.64812
C 2.67014 1.17617 -3.37745
C 1.43184 -4.01935 -5.11938
C -3.53000 2.61638 3.74430
C 1.88285 3.11835 1.94617
C 1.99845 -1.94876 -3.33212
C -7.32267 0.11659 -0.75488
H 3.52003 0.82828 -3.96738
C 4.39251 -0.65445 -1.56810
H 1.09065 0.67432 -4.76499
H -2.16499 2.29912 0.78060
H -5.46152 0.22062 -1.86886
C 4.39584 2.61589 5.88718
H 8.20683 -0.87503 -0.89762
C -4.19431 4.88995 -2.17323
N -5.90229 -0.06747 -1.00781
O -0.50950 -1.77451 -0.49227
C 2.36953 -1.85025 -4.67319
H -0.60279 2.97824 1.21986
C -1.48807 -2.97651 1.24816
S -6.07917 -0.64908 1.46395
H -4.50502 2.29799 4.12243
C -2.91556 -1.70259 -5.68069
C 4.93587 -0.16692 -0.38121
C 2.28661 5.47955 1.51916
C 2.09271 -2.88077 -5.56127
C -1.15968 -2.81767 -0.19860
C 3.60331 2.61013 4.74632
H 2.68858 3.67993 -1.31532
H -4.90133 5.70973 -2.14839
H -1.34270 1.27796 -5.43413
H 4.84364 -1.63853 -3.42848
N -2.14236 -3.57247 3.23431
N -1.07994 -2.01475 2.14022
H -0.56853 3.07302 4.06360
H 5.25680 -5.45247 -1.74303
S -3.46563 -0.28824 0.05002
C 2.54270 5.20706 0.18219
H -1.71293 4.51162 2.84776
H 2.88064 -0.96742 -5.03952
C -1.18650 -1.72040 4.62179
H 2.80064 6.00958 -0.49759
H 1.34461 -0.72032 3.08518
Si 1.34428 1.78671 3.15499
C 1.48331 0.11795 2.39993
C -5.11434 -0.31733 0.04464
C 2.19826 -3.20232 0.85752
H 2.36465 0.87603 7.95675
C 2.71629 1.36546 7.05697
H -2.56566 -4.12589 3.96396
C 1.05167 -4.12622 -3.79012
H 6.70775 0.13410 0.79274
H 1.89887 2.18589 -5.10145
C 2.47934 3.89884 -0.27553
H -2.98675 3.05543 4.58782
H -4.19876 4.54440 3.00175
C 7.14178 -0.81409 -1.08251
C 1.93234 1.36310 5.91287
H 4.57150 1.99549 7.93375
H -2.64417 0.66002 4.01236
H -2.32774 -0.21177 -7.11100
C -1.47303 -2.40887 3.33659
C -1.78343 0.34168 -5.11233
C 4.47595 -5.48060 -0.99470
H -7.85373 -1.73833 0.25795
```